No. 1
Molecular formula: C24H24N4O2
Method: DFT, ωB97M-V/def2-TZVPD

The HOMO energy comes out at -0.2797 Ha. The gap between HOMO and LUMO is 8.0 eV. The calculation puts the energy above the lowest of the compared OMol25 structures with the same formula, charge and spin at 2122.4 kJ/mol. The total charge is 0. As for the LUMO energy: 0.016 Ha.

CARTESIAN COORDINATES (ANGSTROEM)
C (-6.17955, -0.69443, -1.40693)
N (-5.80892, 0.29124, -0.48578)
C (-4.51389, 0.79886, -0.27596)
C (-3.52321, 0.01199, -0.85038)
C (-2.25751, 0.24294, -0.69622)
C (-2.05405, 1.39555, 0.36817)
C (-3.17852, 2.04728, 1.01686)
C (-4.40739, 1.82023, 0.46404)
H (-5.23641, 2.39561, 0.93764)
H (-2.86813, 2.97355, 1.48966)
C (-0.70661, 2.10821, 0.66026)
C (0.33384, 1.22445, 0.63468)
N (0.43442, -0.44195, 0.49739)
C (1.53416, -0.88678, 0.28398)
O (2.53603, -0.44533, -0.22599)
C (1.29429, -2.48659, 0.41422)
C (2.56647, -3.36331, 0.49516)
C (2.44308, -4.63440, 0.57109)
C (1.36784, -5.12444, 0.30411)
C (0.07235, -4.45039, 0.31003)
C (0.10014, -3.11979, 0.06365)
H (-0.88956, -2.47233, 0.14732)
H (-0.85122, -4.89067, 0.13886)
H (1.15619, -6.25995, 0.57578)
H (3.38628, -4.97986, 0.37615)
H (3.55127, -2.64860, 0.51586)
H (-0.44260, -0.91272, 0.83772)
C (1.81195, 1.84394, 1.12867)
O (2.15476, 1.40883, 2.36951)
N (2.36152, 2.50161, 0.34306)
C (3.69199, 3.14407, 0.41208)
C (4.65204, 2.05251, -0.25428)
C (5.24128, 2.30583, -1.37897)
N (6.02296, 1.29549, -2.00373)
C (6.35721, 0.26762, -1.31326)
C (5.96944, 0.24320, -0.00584)
C (5.08404, 0.93581, 0.38964)
H (4.65612, 0.76042, 1.81261)
H (6.22064, -0.81821, 0.47614)
H (6.95392, -0.20279, -1.74028)
H (5.03351, 3.06555, -1.82290)
H (3.62033, 4.09264, 0.23704)
H (3.73268, 3.07498, 1.57151)
H (1.94320, 2.36536, -0.65215)
H (-0.63173, 3.01792, 0.80912)
H (-1.32021, -0.15423, -1.06301)
H (-3.65131, -0.88184, -1.46655)
C (-6.93464, 0.95009, 0.03320)
H (-6.99754, 1.28447, 0.97829)
H (-7.20385, 2.16717, -0.39607)
H (-7.97649, 0.65424, -0.30807)
H (-5.71871, -1.59551, -1.28822)
H (-5.69768, -0.31738, -2.58243)
H (-7.23423, -0.96015, -1.44641)

Atomic forces in eV per Å
1.33 1.95 -5.01
-1.82 0.33 1.04
-4.35 -6.36 -4.22
-0.86 -2.49 -1.86
4.19 5.68 5.18
-0.52 0.94 -0.22
4.67 -0.16 -3.16
-0.41 5.46 5.69
0.47 -0.75 -0.98
-0.55 -0.23 0.65
-1.16 -14.25 -2.79
2.88 0.33 1.14
-10.31 10.35 3.06
5.56 -8.22 -2.28
0.84 1.00 0.30
4.96 -0.97 -1.42
-1.54 12.68 0.42
9.67 1.92 0.33
-15.27 -9.19 0.90
3.33 -0.86 -2.02
-1.13 3.55 3.13
1.82 -1.67 -0.91
-1.27 -1.64 0.12
0.84 1.89 -1.33
2.18 -2.72 0.52
-2.37 -2.31 0.06
1.96 0.58 -0.31
-7.40 -11.69 13.33
-1.05 2.61 -5.29
4.44 7.56 -12.20
0.00 -8.86 4.45
-2.17 3.90 3.19
3.82 -10.15 0.78
-1.15 3.77 -1.25
-7.92 9.15 4.97
8.64 -13.08 -1.84
-10.00 5.80 11.79
0.98 0.58 -4.69
-0.18 2.62 -0.28
9.31 -8.78 -6.26
-1.82 8.88 -5.88
0.13 5.43 -2.22
1.06 0.18 -1.66
1.12 0.72 2.18
0.82 8.59 1.57
-0.62 -0.42 -0.53
-1.20 0.44 0.09
-3.35 4.16 -4.31
0.39 -0.01 3.87
1.42 -2.51 0.24
1.71 -0.83 0.58
1.68 -2.52 0.60
-1.88 -1.17 2.81
0.05 0.80 -0.06

***

No. 2
Molecular formula: C24H24N6NdOS3
Method: DFT, ωB97M-V/def2-TZVPD

The HOMO energy (spin up / spin down) comes out at -0.3824 / -0.3829 Ha. The expectation value of S² is 3.753. The gap between HOMO and LUMO (spin up / spin down) is 6.7 / 6.7 eV. The total charge is +1. As for the LUMO energy (spin up / spin down): -0.135 / -0.135 Ha. The spin multiplicity is 4.

CARTESIAN COORDINATES (ANGSTROEM)
Nd (-0.34702, -1.00324, -1.01162)
C (-2.99756, 1.65795, 1.53990)
C (-2.44220, 0.52772, 0.73870)
N (-1.81333, 0.69994, -0.36346)
N (-1.68097, 2.02166, -0.80253)
C (-0.99779, 2.15732, -1.89584)
S (-0.20243, 0.96181, -2.91081)
S (-0.76279, 3.78674, -2.51128)
C (-1.28695, 4.84484, -1.14064)
C (-0.18513, 5.20196, -0.17353)
C (0.37247, 6.47479, -0.20304)
C (1.39699, 6.82939, 0.66893)
C (1.87729, 5.90746, 1.58675)
C (1.32336, 4.63059, 1.62668)
C (0.30240, 4.28136, 0.75414)
C (-2.63029, -0.88344, 1.21303)
C (-3.92738, -1.28709, 1.55814)
C (-4.19846, -2.56478, 1.99499)
C (-3.14321, -3.46715, 2.14110)
C (-1.85830, -3.08226, 1.82792)
C (-1.58088, -1.80215, 1.34495)
O (-0.29877, -1.47637, 1.01161)
H (-2.18945, 2.34318, 1.79648)
H (-3.47386, 1.29844, 2.44788)
H (-3.70626, 2.23584, 0.94422)
H (-2.12918, 4.36092, -0.65120)
H (-1.65217, 5.74334, -1.63890)
H (0.00095, 7.20214, -0.91842)
H (1.81421, 7.82825, 0.63037)
H (2.66990, 6.18238, 2.27064)
H (1.68120, 3.90971, 2.35201)
H (-0.13558, 3.28958, 0.79023)
H (-4.73670, -0.56970, 1.46894)
H (-5.21275, -2.85268, 2.23925)
H (-3.32970, -4.46482, 2.52296)
H (-1.02063, -3.75610, 1.97537)
C (2.98936, -4.59305, -0.83227)
C (2.17709, -3.34913, -1.04009)
N (0.91192, -3.29452, -1.18291)
N (0.17497, -4.44742, -1.07715)
C (-1.16291, -4.43998, -1.32357)
N (-1.75494, -5.61285, -1.09603)
S (-2.06126, -3.13869, -1.90469)
C (2.91007, -2.03185, -1.04823)
C (4.28369, -1.99041, -1.12202)
C (4.92588, -0.75733, -1.02647)
C (4.17583, 0.38499, -0.85522)
C (2.79516, 0.26259, -0.82413)
N (2.18152, -0.91295, -0.92142)
H (2.41234, -5.50111, -0.70255)
H (3.62671, -4.47893, 0.04378)
H (3.63606, -4.75585, -1.69646)
H (0.62117, -5.28735, -0.74990)
H (-1.26039, -6.43828, -0.80247)
H (-2.74585, -5.68110, -1.25836)
H (4.86356, -2.89502, -1.24586)
H (6.00635, -0.70481, -1.07961)
H (4.63107, 1.36029, -0.75658)
H (2.16358, 1.13525, -0.72172)

Atomic forces in eV per Å
0.31 -0.93 -1.94
-0.17 0.01 -0.04
-0.23 -0.44 0.44
-0.14 1.04 -0.22
0.06 -0.27 0.06
0.11 0.27 0.01
-0.28 0.53 0.09
0.18 -0.29 -0.06
-0.10 0.17 0.11
0.01 -0.02 -0.08
0.06 0.08 -0.01
-0.06 -0.06 -0.03
-0.09 -0.07 -0.06
0.00 0.07 -0.03
-0.02 -0.02 0.02
-0.19 0.42 -0.05
-0.08 0.13 -0.03
0.05 -0.07 0.02
-0.09 0.03 0.03
0.09 -0.28 0.10
0.80 0.31 0.13
-0.74 -0.27 1.74
0.02 0.01 0.02
0.01 0.02 -0.01
0.00 0.00 0.01
0.00 0.00 0.01
-0.03 0.02 0.07
0.03 -0.04 0.05
-0.01 -0.04 0.00
-0.01 -0.02 0.00
0.00 0.01 -0.01
0.04 0.05 0.00
0.04 -0.04 -0.01
0.05 0.00 0.00
0.01 0.06 -0.03
-0.04 0.03 -0.02
0.10 0.10 -0.02
0.45 0.24 0.01
-0.25 -0.37 0.01
-0.07 0.63 -0.22
0.06 -0.16 0.00
-0.22 -0.03 -0.04
0.20 -0.23 -0.02
-0.25 -0.41 0.08
0.39 0.07 0.00
0.13 -0.17 -0.03
-0.01 0.12 0.00
0.03 -0.14 -0.04
-0.03 -0.06 -0.01
-0.04 -0.04 0.01
0.01 0.00 0.00
0.01 0.02 0.00
0.01 -0.08 0.04
0.00 -0.01 0.01
0.01 -0.02 0.00
-0.02 0.08 0.02
-0.05 -0.01 0.00
0.01 -0.03 -0.02
-0.06 0.06 -0.04

***

No. 3
Molecular formula: C24H24NO4
Method: DFT, ωB97M-V/def2-TZVPD

The HOMO energy comes out at -0.1387 Ha. Its structure (SMILES) is CN(C)c1ccc([C@H](C2=C([O-])OC(C)(C)OC2=O)[C@H]2C=Cc3ccccc32)cc1. The gap between HOMO and LUMO is 6.6 eV. The total charge is -1. As for the LUMO energy: 0.105 Ha.

CARTESIAN COORDINATES (ANGSTROEM)
C (-5.50787, -0.93217, -0.44737)
N (-4.45731, -1.10847, -1.43810)
C (-4.80856, -2.16358, -2.37027)
C (-3.11554, -0.72237, -1.18926)
C (-2.24195, -1.56725, -0.46547)
C (-0.93350, -1.19343, -0.22085)
C (-0.49988, 0.08094, -0.59456)
C (0.93245, 0.60953, -0.25592)
C (1.99001, -0.09119, -0.97802)
C (1.85761, -1.31662, -1.79233)
O (0.83582, -1.73845, -2.34280)
O (3.00659, -2.05383, -1.99343)
C (4.16313, -1.67844, -1.23284)
C (5.35293, -2.38356, -1.87566)
C (4.02298, -2.02821, 0.23500)
O (4.36760, -0.24334, -1.37658)
C (3.30151, 0.54618, -0.99798)
O (3.49937, 1.70366, -0.70594)
C (0.91913, 0.86402, 1.25820)
C (2.24307, 1.43987, 1.70114)
C (2.10868, 2.56502, 2.44490)
C (0.69303, 2.87119, 2.60708)
C (0.00412, 3.82706, 3.39839)
C (-1.38547, 3.76170, 3.48089)
C (-2.10000, 2.77020, 2.79621)
C (-1.41789, 1.80417, 2.02631)
C (-0.03466, 1.85085, 1.95652)
C (-1.33261, 0.94516, -1.28869)
C (-2.61271, 0.54518, -1.59742)
H (-5.23183, -0.18033, 0.30307)
H (-6.44883, -0.61706, -0.93554)
H (-5.72916, -1.88935, 0.06494)
H (-4.00227, -2.34064, -3.08981)
H (-5.03536, -3.10565, -1.83630)
H (-5.72646, -1.88874, -2.92198)
H (-2.57890, -2.56973, -0.15635)
H (-0.22461, -1.90155, 0.24294)
H (1.09684, 1.70781, -0.47049)
H (5.38857, -2.15654, -2.93799)
H (6.27773, -2.06643, -1.40402)
H (5.24370, -3.45705, -1.75127)
H (3.14427, -1.55381, 0.70120)
H (3.92940, -3.11347, 0.34097)
H (4.92719, -1.70721, 0.76581)
H (0.69199, -0.23110, 1.55223)
H (3.16765, 1.02564, 1.29623)
H (2.91563, 3.16666, 2.92850)
H (0.56261, 4.58047, 3.96561)
H (-1.94126, 4.51640, 4.04771)
H (-3.17944, 2.70445, 2.89819)
H (-1.95086, 1.02303, 1.49529)
H (-0.91501, 1.91154, -1.60927)
H (-3.23163, 1.17885, -2.23080)

Atomic forces in eV per Å
0.33 0.02 -0.03
-1.05 0.33 -0.55
0.25 0.10 0.16
1.06 0.39 0.70
-0.51 -0.20 -0.48
0.44 0.32 0.27
1.47 0.93 -0.09
-2.57 2.79 -1.33
2.64 -1.93 -0.39
-1.49 1.13 0.62
1.20 0.14 0.56
0.73 0.07 0.19
-0.53 1.11 -0.59
-0.40 0.30 0.08
-0.09 -0.22 0.56
0.48 -0.97 -0.15
-2.04 -1.42 -0.08
0.80 0.82 -0.13
0.71 -2.09 1.96
0.38 -0.07 0.47
0.86 -0.08 0.10
-1.00 -0.29 0.84
0.64 -0.53 -0.46
-0.25 0.02 -0.31
0.52 -0.39 -0.12
-0.15 0.52 0.45
-0.31 -0.22 -1.06
0.37 -0.12 0.08
-1.18 -0.93 -0.32
-0.01 -0.20 -0.25
0.28 -0.02 0.12
0.05 0.19 0.08
-0.15 0.06 0.19
0.12 -0.01 -0.16
0.28 -0.05 0.09
0.04 0.54 -0.18
-0.48 0.47 -0.21
-0.95 -0.73 -1.23
-0.02 0.08 -0.03
0.08 0.10 0.08
-0.06 -0.12 0.02
0.44 -0.18 -0.32
0.00 0.08 -0.02
-0.15 -0.04 -0.09
0.66 1.60 0.91
-0.30 0.25 0.72
-0.67 -0.60 -0.76
-0.21 -0.24 -0.28
0.27 -0.32 -0.07
0.10 0.12 -0.09
-0.09 0.06 0.11
-0.42 -0.49 0.14
-0.13 -0.11 0.26

***

No. 4
Molecular formula: C24H25BCl2CrN9OSi
Method: DFT, ωB97M-V/def2-TZVPD

The HOMO energy (spin up / spin down) comes out at -0.2856 / -0.2577 Ha. The expectation value of S² is 0.894. The gap between HOMO and LUMO (spin up / spin down) is 7.2 / 6.5 eV. The total charge is 0. As for the LUMO energy (spin up / spin down): -0.022 / -0.020 Ha. The spin multiplicity is 2.

CARTESIAN COORDINATES (ANGSTROEM)
Cr (0.00079, -0.03339, -0.18873)
C (-1.21838, 2.77680, 2.92570)
C (-0.27207, 2.17255, 2.09876)
N (-0.86968, 1.41834, 1.18618)
N (-2.20071, 1.53178, 1.37815)
C (-2.42750, 2.31949, 2.44504)
B (-3.07669, 0.60244, 0.47126)
N (-2.69344, -0.83063, 0.90216)
C (-3.41459, -1.74523, 1.57703)
C (-2.56293, -2.74192, 2.00055)
C (-1.30566, -2.34527, 1.53891)
N (-1.38993, -1.19236, 0.88348)
N (-2.69426, 0.89568, -0.99381)
C (-3.40260, 1.60058, -1.89739)
C (-2.57829, 1.89853, -2.96021)
C (-1.34463, 1.33869, -2.61666)
N (-1.42866, 0.74109, -1.43485)
N (-4.57343, 0.83278, 0.59861)
C (-5.32500, 1.83875, 1.10928)
C (-6.64385, 1.55812, 0.85348)
C (-6.60499, 0.33671, 0.15907)
N (-5.36654, -0.09065, 0.00321)
H (-1.05238, 3.44277, 3.75268)
H (0.80326, 2.24322, 2.12339)
H (-3.41870, 2.50100, 2.81464)
H (-4.47521, -1.62097, 1.69398)
H (-2.81705, -3.62884, 2.55200)
H (-0.35215, -2.83875, 1.63135)
H (-4.44183, 1.82118, -1.72571)
H (-2.83598, 2.43184, -3.85720)
H (-0.40706, 1.32632, -3.14764)
H (-4.88873, 2.71153, 1.55755)
H (-7.49992, 2.15452, 1.11425)
H (-7.42310, -0.24410, -0.23546)
Cl (3.87759, 0.99384, -3.09819)
C (3.87905, 0.51350, -1.43710)
C (5.11634, 0.36180, -0.78282)
C (5.17901, -0.00510, 0.53007)
Cl (6.71889, -0.17507, 1.31308)
C (3.98821, -0.24925, 1.26069)
C (3.92424, -0.61974, 2.61900)
C (2.70783, -0.81906, 3.21944)
C (1.53895, -0.66712, 2.45898)
N (1.56738, -0.32755, 1.18809)
C (2.76643, -0.10570, 0.57947)
C (2.67528, 0.30191, -0.79202)
O (1.49428, 0.45357, -1.33956)
H (6.02288, 0.54802, -1.34126)
H (4.84406, -0.73631, 3.17567)
H (2.63204, -1.09660, 4.26068)
H (0.55932, -0.82283, 2.89330)
C (0.17343, -1.52844, -3.47715)
Si (-0.38991, -1.93364, -1.71761)
C (-2.17329, -2.54173, -1.82067)
C (0.68910, -3.39026, -1.14261)
H (0.40403, -2.45612, -4.00738)
H (1.06330, -0.89932, -3.47894)
H (-0.61257, -1.02029, -4.03921)
H (-2.25808, -3.31257, -2.59122)
H (-2.86734, -1.73806, -2.08120)
H (-2.50810, -2.98141, -0.87972)
H (0.71455, -4.17123, -1.90692)
H (0.30626, -3.84570, -0.22794)
H (1.72101, -3.07741, -0.96280)

Atomic forces in eV per Å
-0.21 0.64 -0.09
-0.11 -0.04 0.03
0.02 -0.01 -0.04
0.21 -0.10 -0.15
0.09 -0.10 0.01
-0.06 0.11 0.05
-0.06 0.24 0.06
0.06 -0.08 0.00
0.06 0.03 -0.02
-0.01 0.04 0.02
0.06 0.04 -0.02
-0.21 -0.21 0.01
0.11 0.18 -0.01
-0.03 -0.10 -0.03
-0.03 0.01 0.01
0.02 -0.10 0.00
0.06 -0.08 -0.09
-0.04 -0.17 0.20
-0.01 0.12 -0.13
0.04 0.05 -0.01
-0.01 -0.01 -0.01
0.01 -0.08 0.00
0.00 0.01 0.02
0.01 0.00 -0.01
-0.01 0.00 0.02
-0.03 -0.02 -0.01
0.01 -0.01 0.02
-0.01 -0.02 -0.01
-0.02 0.01 -0.02
0.01 0.02 -0.01
0.00 0.00 -0.01
0.01 0.00 0.02
-0.01 0.00 0.01
-0.01 -0.01 0.00
-0.03 0.00 0.00
-0.11 0.02 -0.02
0.03 -0.03 0.10
-0.07 0.02 -0.08
0.03 0.00 0.00
0.03 -0.01 -0.01
-0.04 -0.02 0.10
0.09 0.00 -0.11
0.04 0.05 -0.11
0.00 -0.22 -0.22
-0.05 0.04 0.00
0.24 0.01 0.03
-0.27 -0.13 0.39
0.02 -0.01 0.01
0.00 0.00 0.02
0.02 0.00 0.01
-0.02 0.02 0.01
-0.08 0.04 0.07
0.19 -0.30 -0.03
0.04 0.11 0.04
-0.04 0.07 0.00
0.00 -0.04 0.02
0.02 0.00 -0.01
0.00 0.02 0.02
0.06 0.00 -0.04
0.03 -0.01 0.02
-0.02 0.01 0.01
-0.03 -0.01 -0.04
0.03 -0.01 0.00
0.00 0.02 0.00

***

Number 1: energy -1297.73246 a.u.. Number 2: energy -3088.61376 a.u.. Number 3: energy -1284.68829 a.u.. Number 4: energy -3776.97809 a.u..